No. 1
Molecular formula: BrH3P2
Method: DFT, wB97M-V/def2-TZVPD

Geometry as XYZ:
```
6
Properties=species:S:1:pos:R:3:lowdin_charge:R:1
P -0.30666 -0.95627 -0.33722 0.360
P 0.04471 1.13628 -0.15367 0.409
Br 1.19395 0.57681 2.88448 -0.246
H -1.65269 -0.90764 0.04046 -0.165
H -0.60560 -0.88252 -1.70477 -0.159
H 1.32628 1.03335 -0.72927 -0.199
```

The HOMO energy (alpha / beta) comes out at -9.9423 / -9.1392 eV. Its HOMO-LUMO gap (alpha / beta) is 7.651 / 6.180 eV. The charge is 0. The strongest force on any atom comes out at 1.72 eV/A. Its total energy is -3258.4277 Eh.

No. 2
Molecular formula: C40H37N7O5PtS
Method: DFT, wB97M-V/def2-TZVPD

Geometry as XYZ:
```
91
Properties=species:S:1:pos:R:3:mulliken_spin:R:1
Pt 0.82967 0.15145 -0.89855 0.838
C -0.65381 0.04267 -8.73718 0.000
C -0.93756 -0.31767 -7.30162 0.001
C -0.89450 0.65316 -6.30017 0.008
C -1.18178 0.33681 -4.98388 0.004
C -1.51186 -0.97561 -4.66110 -0.008
C -1.56298 -1.95916 -5.63769 -0.001
C -1.27367 -1.62199 -6.95339 0.000
S -1.85038 -1.37390 -2.97602 0.008
O -2.75491 -0.38669 -2.46940 0.002
O -2.21550 -2.76380 -2.92321 0.000
N -0.42220 -1.13470 -2.24465 -0.042
C 0.55482 -2.09492 -2.25076 0.013
C 0.66521 -3.33543 -2.90972 0.010
C 1.81352 -4.06662 -2.72402 0.002
C 2.84350 -3.60424 -1.89714 0.002
C 2.67798 -2.38895 -1.28289 0.008
N 1.56869 -1.67140 -1.46506 -0.025
H -0.09389 0.97483 -8.80768 0.000
H -1.58555 0.17254 -9.29252 0.000
H -0.08215 -0.74113 -9.23517 0.000
H -0.63207 1.67308 -6.55856 -0.001
H -1.14903 1.09647 -4.20900 -0.014
H -1.83863 -2.96978 -5.36363 0.000
H -1.31231 -2.38611 -7.72249 0.000
H -0.14650 -3.69679 -3.51904 0.000
H 1.91722 -5.02181 -3.22519 0.000
H 3.74778 -4.17414 -1.74163 0.000
H 3.42592 -1.95329 -0.63188 0.002
C -3.07883 -1.60030 5.74657 0.000
O -1.76671 -1.33158 5.24848 0.000
C -1.26931 -0.07703 5.46984 0.000
C -1.40455 0.60650 6.66338 0.000
C -0.85445 1.87541 6.80529 0.000
C -0.18581 2.45821 5.74493 0.000
C -0.04632 1.77528 4.54118 -0.004
C -0.56464 0.49198 4.40053 0.005
N -0.51269 -0.28703 3.22670 0.006
C 0.30355 -0.19042 2.13773 0.004
N 1.48663 0.41195 2.36229 0.010
C 2.52368 0.76992 1.47882 0.002
C 2.44188 0.74618 0.09940 0.082
C 3.55270 1.15473 -0.64135 -0.091
C 4.70975 1.59617 -0.02435 0.004
C 4.78044 1.64043 1.36199 -0.001
C 3.68821 1.23747 2.10328 0.003
O 3.67461 1.23715 3.47723 -0.001
C 4.12878 2.44151 4.10143 0.000
N -0.02525 -0.75187 0.99995 0.182
C -1.40048 -1.15384 0.85729 -0.087
C -2.36963 -0.15544 0.69663 0.034
C -3.70706 -0.44632 0.55199 -0.022
C -4.10738 -1.78110 0.54854 0.019
C -3.17014 -2.77670 0.70640 -0.014
C -1.81252 -2.48770 0.88006 0.018
O -1.06163 -3.60073 1.10435 0.005
C 0.35651 -3.62556 1.02856 -0.004
H -3.27540 -2.64783 5.54081 0.000
H -3.81447 -0.98080 5.23101 0.000
H -3.14867 -1.43048 6.81962 0.000
H -1.93670 0.15207 7.48851 0.000
H -0.96388 2.40598 7.74212 0.000
H 0.21831 3.45843 5.83821 0.000
H 0.42398 2.26775 3.70156 0.006
H -1.21770 -1.00724 3.17727 -0.005
H 1.73392 0.55847 3.32915 -0.001
H 3.50105 1.14433 -1.72374 0.004
H 5.55644 1.91460 -0.61877 0.000
H 5.67572 1.98732 1.86010 0.000
H 5.18179 2.62804 3.89331 0.000
H 3.99659 2.30218 5.17097 0.000
H 3.53923 3.29586 3.76118 0.000
H -2.02684 0.87374 0.67510 0.025
H -4.42389 0.35137 0.40372 0.000
H -5.14883 -2.04275 0.40577 0.001
H -3.45323 -3.82222 0.70489 0.000
H 0.64698 -4.59177 1.43204 0.000
H 0.82754 -2.83359 1.60500 -0.002
H 0.68278 -3.56261 -0.00872 0.002
N 1.52967 6.24939 0.78371 0.016
C 0.92985 5.40511 0.27919 -0.023
C 0.17561 4.35370 -0.34482 -0.087
C -1.00477 4.62347 -1.12753 0.512
C -1.65962 3.50241 -1.64450 -0.168
C -1.20614 2.23075 -1.42762 0.365
N -0.03083 1.98288 -0.67819 0.160
C 0.61354 3.07642 -0.17240 0.104
H -1.36001 5.63240 -1.27104 0.048
H -2.57103 3.61701 -2.22006 -0.009
H -1.75056 1.36449 -1.76841 0.042
H 1.50520 2.90096 0.40867 0.054
```

The HOMO energy (alpha / beta) comes out at -4.9380 / -8.3084 eV. Its expectation value of S² is 2.02. Its HOMO-LUMO gap (alpha / beta) is 5.297 / 6.943 eV. The spin multiplicity is 3. The charge is 0. The strongest force on any atom comes out at 0.57 eV/A. Its total energy is -2823.3832 Eh.